Record 1
The following is a quantum chemistry calculation of an isolated molecule of C12H14O at a distorted geometry, from the OMol25 dataset.

XYZ file:
```
27
Properties=species:S:1:pos:R:3:mulliken_charge:R:1
C -3.43024 -0.00822 0.97330 -0.5497
C -2.31178 -0.39945 1.84021 -0.5560
C -3.05512 0.27348 -0.31232 -0.2680
C -1.14907 -0.71362 1.22700 -0.2873
C -1.77977 0.19420 -0.91136 -0.3907
C -0.76188 -0.34711 -0.06807 0.7024
C 2.75481 0.32785 1.29598 -0.1751
C 1.67873 0.93496 0.53728 -0.6499
C 1.50686 0.50609 -0.89466 0.7846
C 0.57246 -0.57918 -0.51524 -0.0359
C 1.04731 1.68728 -1.71468 -1.6164
C 1.15321 -1.94144 -0.43965 -1.6368
O 3.04413 0.63630 2.45180 -0.5292
H -4.42417 0.13889 1.38274 0.3977
H -2.38562 -0.61755 2.90731 0.3667
H -4.00891 0.51681 -0.93269 0.1806
H -0.30145 -1.01565 1.83869 0.2879
H -1.67219 0.33966 -1.98643 0.4775
H 3.41644 -0.41280 0.92125 0.4326
H 0.86987 1.51634 0.84407 0.4525
H 2.41834 -0.06961 -1.23771 0.3754
H 0.15045 2.22975 -1.31612 0.2991
H 0.93731 1.58663 -2.79352 0.3886
H 1.98273 2.34540 -1.84464 0.4105
H 0.40759 -2.59968 -0.86555 0.4471
H 1.17910 -2.51722 0.53021 0.2999
H 2.16087 -2.01214 -0.91720 0.3919
```

Total charge: 0
Multiplicity: 3



Record 2
The following is a quantum chemistry calculation of C12H15BCl2N6O2Sn as an isolated structure at a distorted geometry, from the OMol25 dataset.

XYZ file:
```
39
Properties=species:S:1:pos:R:3:mulliken_charge:R:1
C 3.20002 -0.81343 -0.56023 -0.0732
N 1.85389 -0.84798 -0.49615 0.0834
N 1.38393 -1.61015 -1.54116 0.1617
C 2.43378 -1.99675 -2.28438 -0.0198
C 3.59836 -1.52482 -1.70024 -1.1186
B -0.13122 -1.82522 -1.85734 -0.0440
N -0.88355 -2.33751 -0.56970 0.2224
N -0.71970 -1.68672 0.62922 -0.1407
C -1.61010 -2.19034 1.49954 -0.2350
C -2.37020 -3.16385 0.84802 -1.0234
C -1.87938 -3.23599 -0.44718 -0.0116
Sn 0.58320 0.29208 0.88188 1.1885
N -0.70265 -0.38258 -2.02952 0.0381
N -0.55892 0.52359 -1.01184 0.2180
C -1.21354 1.64567 -1.35609 -0.1824
C -1.72601 1.47679 -2.64354 -1.1654
C -1.37430 0.18946 -3.04283 -0.0088
H -1.26936 2.50091 -0.70031 0.5193
H -1.55376 -0.33727 -3.97203 0.4722
H -2.28201 2.20301 -3.19580 0.4476
H -0.32296 -2.54041 -2.80091 0.0049
H -2.14865 -3.84343 -1.30005 0.4849
H 2.25448 -2.58159 -3.17987 0.4746
H -3.18443 -3.72952 1.26521 0.4272
H 4.60283 -1.67391 -2.05450 0.4175
H -1.68333 -1.82180 2.51794 0.4842
H 3.80907 -0.30074 0.16536 0.4494
H -2.10000 1.48414 2.38935 -0.0283
C -2.43772 1.68611 3.40805 -0.8331
H -3.37261 1.14503 3.59355 0.3083
H -1.67397 1.36114 4.11968 0.2648
H -2.61500 2.76410 3.52244 0.3144
Cl 0.85479 3.34342 3.31506 -0.0034
C 2.25266 3.01994 2.27665 -0.1027
Cl 2.95430 1.35779 2.48152 -0.0554
C 1.78781 3.21094 0.81461 0.4788
O 2.00930 4.29231 0.29371 -0.4372
O 1.18801 2.21168 0.21650 -0.4007
H 3.04692 3.73590 2.50539 0.4232
```

Energy relative to the best compared isomer or geometry (same formula, charge and spin) in kcal per mole: 4.59
Total charge: +2



Record 3
The following is a quantum chemistry calculation of C12H15BrO2 as an isolated structure at a distorted geometry, from the OMol25 dataset.

XYZ file:
```
30
Properties=species:S:1:pos:R:3:mulliken_charge:R:1
C 2.43105 -1.94810 0.85842 -0.8814
C 1.48485 -1.56682 1.79607 -1.0027
C 2.29647 -1.63913 -0.48523 -0.4184
C 0.37893 -0.85573 1.35628 0.7316
C 0.28739 -0.55412 0.02060 0.7966
C 1.19021 -0.92031 -0.95291 0.1393
C -0.78552 -0.38145 2.17785 -1.2823
C -1.43981 0.76652 1.38972 0.1928
C -1.38476 0.37004 -0.08096 0.2952
C -0.64246 2.05282 1.60597 -1.4354
C 1.91658 -0.91986 -3.21065 -0.9635
C -2.59309 1.99052 -1.27371 -0.7261
O 0.95886 -0.57545 -2.24004 -0.3457
O -1.37956 1.29169 -1.05730 -0.3459
Br -2.67714 -1.10153 -0.44011 -0.1280
H 3.29886 -2.50697 1.17734 0.3745
H 1.60260 -1.82272 2.83791 0.4353
H 3.05840 -1.96589 -1.17532 0.4056
H -1.49069 -1.20895 2.30006 0.3382
H -0.47828 -0.05260 3.17070 0.4653
H -2.47548 0.91155 1.71697 0.3935
H -0.97896 2.85250 0.95180 0.3575
H 0.41048 1.86908 1.40227 0.3275
H -0.74962 2.38287 2.63651 0.4134
H 1.53250 -0.53147 -4.15260 0.2295
H 2.04040 -2.00473 -3.29173 0.3719
H 2.88621 -0.45695 -2.99943 0.3761
H -2.93002 2.51537 -0.37419 0.2958
H -3.37907 1.30084 -1.59966 0.3181
H -2.38932 2.70899 -2.06462 0.2716
```

Energy relative to the best compared isomer or geometry (same formula, charge and spin) in kcal per mole: 0.00
Total charge: 0



Record 4
The following is a quantum chemistry calculation of C12H15ClO3Zr as an isolated structure at a distorted geometry, from the OMol25 dataset.

XYZ file:
```
32
Properties=species:S:1:pos:R:3:mulliken_charge:R:1
Cl -0.16420 -2.62157 -2.08207 -0.3004
C 1.52267 0.84991 -1.63221 -0.5947
C 0.35021 1.62618 -1.19598 -0.4457
C -0.76367 1.22962 -1.98780 -1.4372
H 0.32636 2.38693 -0.38908 0.6236
C -0.24785 0.31401 -3.01141 1.1508
C 1.13459 0.01922 -2.71120 -0.3318
H 1.79394 -0.56056 -3.38146 0.4255
H 2.53212 0.91608 -1.21220 0.4754
H -1.83773 1.51731 -1.93821 0.7480
C -1.08524 -0.22187 -4.13902 -1.2996
Zr -0.18370 -0.60917 -0.71736 1.3771
C -2.61445 -0.49840 -0.43360 0.3997
O -3.69129 -0.52606 0.01826 -0.0747
C 0.91255 -2.64333 -0.02534 0.2608
O 1.18420 -3.71663 0.33602 -0.1221
H -2.13855 -0.23945 -3.83303 0.3394
H -0.83335 -1.26357 -4.41791 0.3066
H -1.06953 0.34781 -5.09149 0.3334
C -0.06872 -0.29076 3.74386 -0.6372
C 0.53157 1.10662 3.54845 -0.6284
C 0.69141 1.32244 2.05677 -0.5398
O 0.33626 0.07392 1.40041 -0.2459
C 0.22439 -0.98886 2.43437 -0.5506
H 0.39482 -0.77194 4.61651 0.3143
H -1.15492 -0.25354 3.92271 0.3087
H 1.52211 1.16679 4.01243 0.3149
H -0.08517 1.88422 4.00815 0.3060
H 0.11425 2.14548 1.68433 0.3939
H 1.74869 1.53721 1.84026 0.3138
H 1.16019 -1.56506 2.42157 0.3739
H -0.54197 -1.67297 2.15528 0.4423
```

Energy relative to the best compared isomer or geometry (same formula, charge and spin) in kcal per mole: 0.00
Total charge: +2



We obtain energy values of -14713.278, -57258.144, -86823.348, -32616.637 eV for the records listed above, in that order.
We obtain molecular weight values of 174.24, 475.72, 271.15, 333.93 g mol⁻¹ for the records listed above, in that order.